This record from the OMol25 dataset describes an isolated ion of composition C9H15N2 and charge +1. The level of theory is ωB97M-V with the def2-TZVPD basis set.

Computed properties:
ΔE to the lowest compared entry with this formula, charge and spin, kJ/mol: 348.6
Net charge: +1
HOMO level (alpha / beta), eV: -11.889 / -11.890
Structure (SMILES): C=c1cc/[n+](=C(/C)CCC)[nH]1
Calculated total energy, eV: -12546.2739
Spin multiplicity: 1

Geometry (Å):
C  -4.31  0.02  0.91
C  -3.09  -0.11  0.46
C  -2.62  -1.46  0.02
C  -1.35  -1.27  -0.37
N  -0.97  0.03  -0.28
C  0.30  0.61  -0.60
C  0.49  2.11  -0.56
C  1.47  -0.28  -0.86
C  2.18  -0.74  0.42
C  3.64  -0.41  0.33
N  -2.00  0.73  0.32
H  -4.63  0.92  1.35
H  -4.93  -0.83  0.84
H  -3.07  -2.48  -0.12
H  -0.88  -2.06  -0.92
H  0.99  2.54  -1.45
H  -0.44  2.57  -0.32
H  1.24  2.28  0.31
H  2.25  0.38  -1.34
H  1.45  -1.07  -1.49
H  1.81  -0.32  1.34
H  2.20  -1.79  0.38
H  3.97  -0.79  -0.53
H  3.98  0.68  0.35
H  4.19  -0.98  1.11
H  -1.86  1.71  0.69